{
  "formula": "C14H31Cl20FN4O3S",
  "method": "ωB97M-V/def2-TZVPD",
  "lumo_energy_ev": -0.50,
  "gap_ev": 8.99,
  "multiplicity": 1,
  "homo_ev": -9.494,
  "energy_ha": -10698.51438,
  "fmax_ev_per_a": 6.7,
  "species": ["N", "C", "N", "N", "C", "N", "C", "C", "O", "S", "O", "O", "F", "H", "H", "H", "H", "H", "H", "H", "H", "H", "H", "H", "C", "Cl", "Cl", "H", "H", "C", "Cl", "Cl", "H", "H", "C", "Cl", "Cl", "H", "H", "C", "Cl", "Cl", "H", "H", "C", "Cl", "Cl", "H", "H", "C", "Cl", "Cl", "H", "H", "C", "Cl", "Cl", "H", "H", "C", "Cl", "Cl", "H", "H", "C", "Cl", "Cl", "H", "H", "C", "Cl", "Cl", "H", "H"],
  "xyz": [[3.20207, -1.30144, -0.46907], [3.90913, -0.23030, -1.19070], [4.11940, -0.52620, -2.64311], [5.30846, -0.16822, -0.59007], [3.26373, 1.22168, -1.04158], [1.78924, 1.21799, -0.75370], [0.99889, 0.51113, -1.80939], [0.19742, -0.74569, -1.18808], [-0.31060, -1.56679, -1.96755], [1.15952, 2.79501, -0.44295], [2.17046, 3.71605, 0.18906], [0.03193, 2.65946, 0.54475], [0.67819, 3.57180, -1.86186], [2.90061, -1.02196, 0.46896], [3.80530, -2.14012, -0.43332], [4.35589, -1.51601, -2.77738], [4.89449, 0.06077, -2.97488], [5.18130, -0.33295, 0.42696], [5.66571, 0.79517, -0.65510], [3.44362, 1.88105, -1.98447], [3.78706, 1.71813, -0.15125], [1.63964, 0.16735, -2.70761], [0.17910, 1.16993, -2.27217], [0.13958, -0.83390, -0.04058], [0.57342, 1.57064, -5.31197], [-0.49837, 0.16960, -5.20880], [2.08780, 1.27952, -4.44619], [0.79677, 1.76984, -6.35806], [0.07359, 2.43142, -4.87098], [-1.63920, 0.80127, 2.61198], [-1.57705, 0.50128, 4.35575], [-0.76901, -0.45661, 1.71656], [-2.67572, 0.80994, 2.29292], [-1.18080, 1.76016, 2.40134], [-1.29319, 4.08000, 4.15407], [-1.52833, 5.74854, 4.68712], [-2.47848, 3.62722, 2.92284], [-0.29341, 3.98052, 3.73451], [-1.40262, 3.41659, 5.00964], [-4.00046, -2.79519, 4.25490], [-3.96795, -3.81663, 2.81069], [-4.35323, -3.74566, 5.70191], [-3.02849, -2.31915, 4.37283], [-4.76774, -2.03964, 4.13368], [-1.92467, -7.06860, 4.19659], [-1.15230, -6.88166, 5.77574], [-0.72546, -7.12825, 2.89914], [-2.49720, -7.99389, 4.19109], [-2.58815, -6.22247, 4.02577], [6.85292, -3.09873, -1.39911], [7.30553, -4.11720, -2.77144], [5.79715, -3.96784, -0.27664], [7.75465, -2.79520, -0.87144], [6.32873, -2.21964, -1.76767], [-3.53934, -0.05889, -7.53417], [-3.87528, 1.57862, -6.95953], [-3.59864, -0.14369, -9.29879], [-2.54676, -0.35337, -7.19945], [-4.28418, -0.73705, -7.12272], [-5.14786, -0.13870, 0.32344], [-3.38792, -0.03462, 0.21454], [-5.66667, -0.26557, 2.00846], [-5.58545, 0.75583, -0.11547], [-5.48482, -1.01928, -0.21999], [-7.16324, -0.67239, 5.58425], [-5.58467, 0.01880, 5.19310], [-7.11681, -2.44426, 5.60844], [-7.46715, -0.31549, 6.56619], [-7.88397, -0.34991, 4.83516], [4.39993, 5.64477, -1.67744], [6.00608, 6.27403, -2.06414], [4.38939, 3.87753, -1.66242], [4.10535, 6.00643, -0.69423], [3.69316, 5.99502, -2.42694]],
  "forces_ev_per_angstrom": [[0.090, 0.495, -1.049], [1.413, 0.038, 0.202], [-0.835, 0.039, 0.945], [-0.829, 0.546, 0.811], [0.561, 0.809, 0.106], [-0.389, 1.529, -1.410], [-1.706, -1.498, -0.377], [0.110, -1.177, -2.000], [1.202, 2.294, 2.298], [0.367, 2.698, 6.075], [-2.099, -2.784, -2.833], [1.781, -0.323, -4.246], [0.586, -1.768, 1.918], [0.305, -0.072, -0.504], [-0.515, 0.673, 0.136], [-0.052, 0.574, 0.108], [-0.362, -0.504, 0.196], [0.280, 0.205, -0.780], [0.049, -0.481, -0.111], [-0.083, -1.756, 1.520], [-1.024, -0.618, -1.302], [-1.073, 0.259, 2.286], [1.197, -0.779, 0.766], [0.417, 0.085, -2.282], [-0.143, 0.308, -0.184], [-0.018, 0.018, 0.030], [0.469, 0.532, -1.204], [0.028, -0.123, 0.151], [0.058, -0.167, 0.036], [0.286, -0.050, 0.123], [-0.053, 0.003, 0.148], [-0.290, 0.184, 1.115], [0.185, -0.125, 0.185], [0.187, -0.450, -0.069], [0.191, -0.093, 0.149], [0.077, -0.019, 0.041], [-0.317, 0.602, 0.110], [-0.168, 0.094, -0.059], [-0.114, 0.110, -0.131], [0.177, 0.067, 0.017], [0.042, 0.026, -0.103], [0.576, -0.214, 0.032], [-0.080, -0.159, -0.016], [0.013, -0.251, -0.054], [-0.263, 0.027, -0.030], [-0.085, -0.001, 0.044], [-0.072, -0.008, -0.069], [0.197, 0.067, 0.024], [0.190, -0.028, 0.035], [0.133, 0.219, -0.124], [0.041, 0.037, -0.025], [-0.060, 0.072, 0.078], [-0.128, -0.142, -0.038], [0.047, -0.137, 0.141], [0.053, -0.205, 0.123], [0.025, -0.021, 0.100], [0.021, -0.089, 0.009], [-0.094, 0.154, -0.103], [0.015, 0.170, -0.118], [-0.206, -0.003, -0.346], [-0.490, -0.165, -0.607], [-0.017, 0.067, -0.119], [0.098, -0.063, 0.156], [0.128, 0.047, 0.155], [-0.407, -0.023, 0.099], [-0.055, 0.301, 0.282], [-0.510, 0.440, -0.028], [0.144, -0.102, -0.098], [0.185, -0.073, 0.014], [-0.105, 0.207, 0.044], [-0.034, 0.094, 0.005], [0.500, 0.688, -0.343], [0.100, -0.170, -0.080], [0.153, -0.138, 0.026]]
}

***

{
  "formula": "C14H31Cl8N",
  "method": "ωB97M-V/def2-TZVPD",
  "lumo_energy_ev": 0.45,
  "gap_ev": 9.44,
  "multiplicity": 1,
  "homo_ev": -8.986,
  "energy_ha": -4288.07501,
  "fmax_ev_per_a": 8.5,
  "species": ["Cl", "C", "C", "Cl", "H", "H", "H", "H", "Cl", "C", "C", "Cl", "H", "H", "H", "H", "Cl", "C", "C", "Cl", "H", "H", "H", "H", "Cl", "C", "C", "Cl", "H", "H", "H", "H", "C", "C", "N", "C", "C", "C", "C", "H", "H", "H", "H", "H", "H", "H", "H", "H", "H", "H", "H", "H", "H", "H"],
  "xyz": [[-1.32424, -2.47633, 2.23270], [-1.62824, -2.65633, 0.51270], [-2.81824, -2.10133, 0.20170], [-3.26324, -2.36433, -1.56630], [-1.45724, -3.69133, 0.33970], [-0.72124, -2.12633, 0.02570], [-2.75624, -1.09133, 0.24670], [-3.49124, -2.50533, 0.90970], [1.95876, -1.76233, 0.97570], [1.90476, -0.10133, 1.65470], [3.30476, 0.37567, 2.26570], [3.26076, 2.02267, 3.02670], [1.18676, 0.12167, 2.47670], [1.57276, 0.49967, 0.74070], [4.06576, 0.22267, 1.52770], [3.39876, -0.14733, 3.21570], [3.00276, 1.92967, -1.43530], [3.15476, 1.62567, -3.15830], [4.38576, 0.61467, -3.39930], [4.38076, -0.83533, -2.30230], [3.21576, 2.54167, -3.70030], [2.23776, 0.96567, -3.44230], [5.35676, 1.15467, -3.14930], [4.22676, 0.38267, -4.41730], [3.89676, -5.61833, -3.46930], [4.13076, -4.85733, -1.93430], [3.09276, -3.84833, -1.73030], [1.63976, -4.60333, -1.05530], [5.17176, -4.48933, -1.63130], [3.91776, -5.78033, -1.30330], [2.91876, -3.17533, -2.65530], [3.33276, -3.14733, -1.04930], [-5.17724, 1.88367, 0.00370], [-3.83624, 2.54067, -0.06830], [-2.94524, 1.65167, 0.93170], [-1.66624, 1.55567, 0.46770], [-0.93424, 2.58667, -0.05230], [-2.97524, 2.42467, 2.22370], [-2.22224, 1.52267, 3.23870], [-5.40824, 1.49467, 0.91870], [-5.29624, 0.95567, -0.70730], [-5.87124, 2.43867, -0.50030], [-3.88324, 3.54067, 0.27670], [-3.38824, 2.39967, -1.18530], [-1.71724, 0.64967, -0.36630], [-1.08124, 0.96567, 1.06670], [-1.41324, 3.42267, -0.53230], [-0.26124, 2.04467, -0.91030], [-0.25724, 2.92767, 0.56670], [-4.12424, 2.54867, 2.50270], [-2.67424, 3.64767, 2.21970], [-1.10824, 1.42167, 3.27770], [-2.54224, 0.57667, 3.32570], [-2.47224, 1.72167, 4.34870]],
  "forces_ev_per_angstrom": [[0.076, 0.267, 1.287], [8.391, -1.171, -0.190], [-4.634, 0.039, -2.541], [0.029, -0.221, 0.919], [-0.371, -0.900, -0.458], [-1.448, -0.843, 0.506], [-0.315, 3.130, 0.512], [-1.809, -0.202, 0.025], [0.109, 0.391, 0.835], [0.291, 2.549, -0.459], [-2.289, -0.819, 0.528], [-0.179, -0.039, -1.050], [0.042, -1.052, -0.742], [0.713, -0.450, 1.447], [0.719, 0.304, 0.030], [0.594, -0.847, -0.673], [-0.151, 0.626, 0.526], [-0.490, -4.319, 0.446], [0.009, 2.662, 1.947], [-0.252, 0.835, -0.915], [0.199, 0.433, -0.456], [1.345, 1.622, 0.279], [-1.245, -0.826, -0.723], [0.631, -0.928, -1.050], [0.583, -0.324, -1.860], [1.378, -2.040, 2.255], [-1.508, 0.574, -2.698], [-0.722, 0.037, -0.326], [-1.270, -0.483, -1.199], [0.496, 1.653, 0.021], [-0.217, -1.655, 1.158], [1.182, 2.124, 2.655], [1.253, -2.626, -3.852], [2.048, -4.126, -1.231], [-3.776, 4.439, 0.668], [-1.726, -7.108, -3.275], [2.464, 1.054, -7.164], [-1.421, 0.917, 0.707], [0.999, 3.614, 3.172], [-0.935, -0.363, 2.588], [1.046, 1.182, 1.294], [-2.374, 2.090, -0.376], [0.323, 1.139, 0.049], [-0.955, 0.736, 2.750], [-0.339, 2.008, 1.107], [1.463, -1.138, 2.449], [-0.495, 0.141, -0.185], [-1.258, 1.769, 1.727], [3.439, 2.209, 3.393], [2.359, -0.626, -0.276], [-0.034, -3.299, -0.281], [-0.810, 0.730, -0.691], [-1.536, -3.757, -1.131], [0.378, 0.888, -1.480]]
}